# C45H50N11PmSi

A molecular structure, C45H50N11PmSi (the ωB97M-V functional and the def2-TZVPD basis, OMol25).

Electronic energy   -3244.65760 Ha
Strongest force on any atom   0.89 eV Å⁻¹
HOMO (spin up / spin down)   -12.1 / -12.1 eV

Geometry as ORCA input:
```
! wB97M-V def2-TZVPD RIJCOSX def2/J DEFGRID3
* xyz 2 5
Pm -0.3558 -0.5197 0.5489
C -2.3795 0.8127 3.2370
N -2.3611 0.9269 1.7707
C -2.2452 2.3492 1.4144
C -2.0577 2.5649 -0.0619
C -2.7531 3.5700 -0.7218
C -2.5258 3.7737 -2.0723
C -1.5932 2.9747 -2.7173
C -0.9385 2.0064 -1.9806
N -1.1725 1.7844 -0.6849
C -3.6044 0.4048 1.1837
C -3.7680 -1.0826 1.3407
C -5.0342 -1.6287 1.4983
C -5.1704 -2.9987 1.6425
C -4.0226 -3.7753 1.6674
C -2.8013 -3.1478 1.5064
N -2.6637 -1.8333 1.3151
C -1.9077 -0.5045 3.8019
C -2.5110 -1.0291 4.9349
C -1.9468 -2.1339 5.5539
C -0.7804 -2.6658 5.0283
C -0.2605 -2.0902 3.8832
N -0.8141 -1.0483 3.2613
H -3.3735 1.0496 3.6329
H -1.6801 1.5528 3.6333
H -1.3653 2.7525 1.9199
H -3.1251 2.9077 1.7557
H -3.4613 4.1864 -0.1835
H -3.0555 4.5528 -2.6054
H -1.3595 3.1145 -3.7631
H -0.1957 1.3742 -2.4500
H -3.5966 0.6366 0.1153
H -4.4785 0.9053 1.6210
H -5.9039 -0.9845 1.5134
H -6.1474 -3.4489 1.7548
H -4.0658 -4.8460 1.8089
H -1.8865 -3.7242 1.5518
H -3.4035 -0.5695 5.3388
H -2.3984 -2.5546 6.4422
H -0.2842 -3.5034 5.4977
H 0.6640 -2.4632 3.4549
C 1.1639 1.0137 1.7360
Si 2.5435 1.6447 0.6463
C 3.2637 0.0662 -0.1743
N 2.3085 -0.9954 -0.6126
C 3.0316 -2.2850 -0.6526
C 4.1658 -2.3290 -1.6790
C 3.6835 -1.8400 -3.0619
C 2.1681 -1.6561 -3.0696
C 1.7307 -0.7032 -1.9584
C 1.9943 2.9421 -0.6176
C 2.5468 3.0185 -1.8970
C 2.3217 4.1152 -2.7198
C 1.5642 5.1814 -2.2587
C 1.0253 5.1406 -0.9794
C 1.2315 4.0290 -0.1784
C 3.9364 2.5111 1.5771
C 4.7232 1.8155 2.4996
C 5.6700 2.4670 3.2735
C 5.8469 3.8376 3.1453
C 5.0776 4.5476 2.2359
C 4.1341 3.8895 1.4604
H 0.6777 1.8706 2.2236
H 1.6466 0.4599 2.5562
H 3.8675 -0.3747 0.6251
H 3.9670 0.3146 -0.9792
H 2.3206 -3.0760 -0.8872
H 3.4292 -2.4859 0.3438
H 4.5190 -3.3591 -1.7383
H 5.0048 -1.7267 -1.3325
H 3.9623 -2.5534 -3.8362
H 4.1631 -0.8928 -3.3185
H 1.6762 -2.6259 -2.9562
H 1.8409 -1.2455 -4.0265
H 0.6304 -0.7498 -1.9028
H 2.0078 0.3136 -2.2380
H 3.2137 2.2336 -2.2397
H 2.7708 4.1556 -3.7046
H 1.4198 6.0521 -2.8864
H 0.4630 5.9859 -0.6010
H 0.8441 4.0246 0.8366
H 4.5905 0.7442 2.6213
H 6.2711 1.9081 3.9794
H 6.5830 4.3494 3.7511
H 5.2134 5.6160 2.1263
H 3.5444 4.4560 0.7499
N -3.9558 -0.4376 -5.6017
C -3.6379 -0.0280 -4.3742
N -4.1367 1.1377 -3.9351
N -2.8429 -0.7937 -3.6642
C -2.3740 -0.7312 -2.4829
N -1.8689 -0.7951 -1.4304
H -4.5618 0.0930 -6.2026
H -3.5799 -1.3070 -5.9394
H -4.7737 1.6767 -4.4962
H -3.9171 1.4774 -3.0156
N -1.3694 -5.7752 -3.8533
C -0.9486 -5.4551 -2.8338
C -0.4184 -5.0106 -1.5806
C 0.2071 -5.8801 -0.6915
C 0.7119 -5.3530 0.4865
C 0.5781 -3.9978 0.7235
N -0.0406 -3.1566 -0.1170
C -0.5266 -3.6635 -1.2460
H 0.2974 -6.9332 -0.9206
H 1.2153 -5.9829 1.2063
H 0.9978 -3.5551 1.6190
H -1.0295 -2.9820 -1.9191
*
```

These are the Mulliken partial charges, in e, on atoms 1 to 2: atom 1 (Pm): 0.474, atom 2 (C): -1.168